Here is a molecular structure, C15H16ClIrN3O5S2 from OMol25. Energies are from the ωB97M-V functional and the def2-TZVPD basis.

The calculation puts the frontier orbital gap at 6.088 eV. The value obtained for the HOMO energy is -3.74 eV. For the energy, the calculation gives -2482.60671 Ha. The calculation puts the energy above the lowest of the compared OMol25 structures with the same formula, charge and spin at 0.00 kcal per mole. Its LUMO energy is 2.35 eV.

Structure (ORCA input):
```
! wB97M-V def2-TZVPD RIJCOSX def2/J DEFGRID3
* xyz -1 1
Ir -0.2516 0.6190 -0.0639
S -0.2319 0.4476 2.2006
C 1.4026 0.9190 2.6536
C 1.8277 0.7563 3.9742
C 3.0948 1.1474 4.3729
C 3.9689 1.7037 3.4440
C 3.5611 1.8599 2.1294
C 2.2831 1.4776 1.7204
S 1.7773 1.7133 0.0497
H 1.1426 0.3121 4.6879
H 3.4042 1.0095 5.4022
H 4.9667 2.0041 3.7407
H 4.2371 2.2832 1.3945
C -0.4939 1.7666 -4.7339
O -0.8491 2.6973 -3.7020
C -0.7749 2.2036 -2.4629
O -0.4250 1.0528 -2.2306
N -1.1301 3.1205 -1.5422
N -1.1243 2.7863 -0.1934
H -0.6205 2.3089 -5.6657
H -1.1482 0.8980 -4.7022
H 0.5384 1.4445 -4.6134
H -1.4212 4.0305 -1.8583
H -2.0622 2.6946 0.1809
H -0.4694 3.3488 0.3362
O -2.0861 -0.4506 -0.3314
N -3.2235 0.1256 -0.5227
O -4.1952 -0.5863 -0.7056
O -3.3001 1.3638 -0.5555
Cl -2.7196 -6.1060 -0.0975
C -1.7132 -4.6710 -0.1288
C -1.4148 -4.0755 -1.3405
C -0.6104 -2.9466 -1.3524
C -0.0959 -2.3976 -0.1790
C 0.7569 -1.1708 -0.2106
C -0.4270 -3.0211 1.0243
C -1.2291 -4.1514 1.0587
H -1.8135 -4.4874 -2.2581
H -0.3859 -2.4645 -2.2976
H 1.3014 -1.1329 -1.1605
H 1.4989 -1.2162 0.5905
H -0.0629 -2.5918 1.9498
H -1.4822 -4.6248 1.9981
*
```

***

Here is a molecular structure, C5H6N2O at a distorted geometry from OMol25. Energies are from the ωB97M-V functional and the def2-TZVPD basis.

The calculation puts the frontier orbital gap at 8.946 eV. The value obtained for the HOMO energy is -8.77 eV. For the energy, the calculation gives -378.65595 Ha. The calculation puts the energy above the lowest of the compared OMol25 structures with the same formula, charge and spin at 134.91 kcal per mole. Its LUMO energy is 0.17 eV.

Structure (ORCA input):
```
! wB97M-V def2-TZVPD RIJCOSX def2/J DEFGRID3
* xyz 0 1
C -0.0351 0.0304 -1.1462
C -0.1260 1.5493 0.6896
C 0.7599 0.1865 1.0907
C 0.4969 -0.6795 0.1459
C 0.0587 -2.1637 0.5772
H -0.5844 -0.4122 -3.1266
H -0.8862 2.2035 -1.4028
H -0.9406 1.6988 1.4011
H 0.5429 2.4973 1.2570
H 1.4413 -0.1319 1.9722
H -0.7839 -2.8037 -0.1373
N -0.1516 -0.8279 -2.2483
N -0.2578 1.2428 -0.7538
O 0.4659 -2.3897 1.6812
*
```

***

Here is a gas-phase ion, C14H23N2O (charge +1) from OMol25. Energies are from the ωB97M-V functional and the def2-TZVPD basis.

As for the structure (SMILES): C[NH+](C)c1ccc(CNC[C@@H]2CCCO2)cc1. The calculation puts the frontier orbital gap at 8.681 eV. The value obtained for the HOMO energy is -11.37 eV. For the energy, the calculation gives -731.76197 Ha. The calculation puts the energy above the lowest of the compared OMol25 structures with the same formula, charge and spin at 0.00 kcal per mole. Its LUMO energy is -2.69 eV.

Structure (ORCA input):
```
! wB97M-V def2-TZVPD RIJCOSX def2/J DEFGRID3
* xyz 1 1
C -4.6964 -1.9810 0.3509
N -4.6332 -0.5573 -0.0336
C -5.4116 0.2921 0.8884
C -3.2398 -0.0919 -0.1729
C -2.3851 -0.0719 0.9185
C -1.0830 0.3563 0.7478
C -0.6185 0.7647 -0.4992
C 0.8095 1.1763 -0.6773
N 1.4253 1.5440 0.5843
C 2.8715 1.4036 0.6006
C 3.2805 -0.0767 0.6337
C 4.7444 -0.2651 1.0616
C 5.2153 -1.4164 0.1761
C 4.4112 -1.1540 -1.0928
O 3.1466 -0.6900 -0.6490
C -1.4952 0.7449 -1.5802
C -2.8002 0.3173 -1.4219
H -4.2756 -2.1139 1.3452
H -4.1199 -2.5778 -0.3538
H -5.7290 -2.3257 0.3536
H -5.0515 -0.4685 -0.9677
H -5.0095 0.2097 1.8957
H -5.3493 1.3318 0.5717
H -6.4549 -0.0188 0.8971
H -2.7166 -0.3876 1.8954
H -0.3966 0.3783 1.5785
H 0.8767 1.9649 -1.4444
H 1.3581 0.3071 -1.0594
H 1.1660 2.4922 0.8373
H 3.2372 1.8769 1.5140
H 3.3563 1.8850 -0.2636
H 2.5954 -0.6021 1.3128
H 4.8333 -0.4789 2.1235
H 5.3136 0.6377 0.8353
H 6.2873 -1.4094 -0.0002
H 4.9283 -2.3744 0.6100
H 4.2422 -2.0429 -1.7022
H 4.8977 -0.3844 -1.7087
H -1.1546 1.0604 -2.5540
H -3.4690 0.3037 -2.2714
*
```

***

Here is 4 unconnected molecules or ions with the total composition C33H55F6I2NO17PS4 at a distorted geometry from OMol25. Energies are from the ωB97M-V functional and the def2-TZVPD basis.

The calculation puts the frontier orbital gap at 7.079 eV. The value obtained for the HOMO energy is -11.40 eV. For the energy, the calculation gives -5752.29417 Ha. Its LUMO energy is -4.32 eV.

Structure (ORCA input):
```
! wB97M-V def2-TZVPD RIJCOSX def2/J DEFGRID3
* xyz 1 1
C -1.2002 -1.7894 4.3274
C -2.2913 -1.6475 3.1299
O -2.2671 -0.3387 2.4998
C -3.2633 -0.2026 1.5088
O -4.4000 -0.7258 1.6748
C -3.0615 0.5753 0.1178
C -2.8160 -0.5458 -1.0036
C -1.3770 -0.5187 -1.6966
C -0.1407 -0.4029 -0.6200
N 0.1307 1.0846 -0.7379
C 1.4345 1.2429 -0.5638
P 2.0452 3.0231 -0.7239
C 1.3366 4.1383 0.6485
C 1.3773 3.7289 -2.3693
C 2.2226 -0.1462 -0.2275
C 3.6324 0.1351 -0.9352
C 4.6925 0.9764 -0.0830
C 5.8986 0.1058 0.5285
C 7.1217 -0.0211 -0.4804
F 7.6528 1.2630 -0.8026
F 6.7798 -0.7873 -1.6290
C 8.2996 -0.8552 0.2661
F 8.8690 -1.7985 -0.6366
F 9.2938 -0.0158 0.8023
F 7.8005 -1.6164 1.3463
S 2.1176 -0.0887 1.6452
O 3.3740 -0.4867 2.3384
O 1.8098 1.3436 2.0467
F 0.8860 -1.0235 2.2604
C 1.2208 -1.2107 -1.0052
O 1.2186 -1.0512 -2.4277
C 2.1683 -1.8963 -3.1251
C 1.4880 -3.1733 -3.8779
C -0.0331 -2.8923 -4.3288
C 1.6923 -4.5569 -3.0868
C 2.2212 -5.7662 -4.0248
C 2.0322 -7.1689 -3.2357
C 3.8218 -5.4898 -4.2157
C 1.5236 -2.6122 -0.3299
I 3.5515 -3.2289 0.3030
C 0.5522 -3.6448 -0.0899
C -0.9644 -3.4866 -0.5199
I 1.0636 -5.5599 0.8639
H -1.6679 -2.5087 5.0977
H -0.2490 -2.3334 3.9701
H -0.9462 -0.7883 4.8114
H -1.9750 -2.4317 2.3500
H -3.2984 -1.9077 3.6177
H -4.0665 1.0992 -0.0787
H -2.2822 1.4027 0.1612
H -3.5800 -0.3353 -1.8422
H -3.1191 -1.5630 -0.5752
H -1.3017 -1.4597 -2.3410
H -1.2634 0.3607 -2.4355
H -0.6900 -0.7533 0.3303
H -0.5226 1.8423 -0.9693
H 2.0933 4.2569 1.5092
H 0.3932 3.6944 1.1426
H 1.0933 5.1924 0.2857
H 1.9381 4.6913 -2.6525
H 1.5845 2.9210 -3.1600
H 0.2406 3.8812 -2.3454
H 4.1678 -0.7943 -1.3220
H 3.3949 0.7642 -1.8747
H 5.1771 1.7397 -0.7969
H 4.2121 1.6188 0.7438
H 6.2912 0.6407 1.4660
H 5.4502 -0.9105 0.8268
H 2.5812 -1.2527 -3.9922
H 3.0830 -2.2122 -2.5276
H 2.0815 -3.2893 -4.8621
H -0.8021 -3.5341 -3.7691
H -0.1204 -3.2224 -5.4316
H -0.3073 -1.7773 -4.3362
H 0.6674 -4.8816 -2.6843
H 2.4254 -4.4952 -2.2132
H 1.6605 -5.7383 -5.0180
H 2.7985 -7.2941 -2.3876
H 2.2775 -7.9910 -4.0039
H 0.9555 -7.3100 -2.8770
H 4.3588 -6.4624 -3.9760
H 4.1676 -4.6401 -3.5170
H 3.9480 -5.1416 -5.2918
H -1.4495 -2.6566 0.0864
H -1.5371 -4.4505 -0.2515
H -1.0534 -3.3750 -1.6471
C -6.8159 4.9104 -1.6916
C -7.3625 3.5030 -1.5189
O -6.7646 2.7427 -2.5712
S -5.2887 3.3366 -2.8804
O -4.3250 2.5355 -2.1796
O -5.1943 3.6093 -4.2808
O -5.4513 4.7394 -2.0867
H -7.3382 5.4414 -2.4914
H -6.8769 5.4900 -0.7735
H -8.4493 3.4674 -1.5875
H -7.0444 3.0697 -0.5660
C 2.0426 -2.2523 8.2927
C 2.7730 -3.5860 8.2903
O 1.8329 -4.5213 7.7603
S 0.8845 -3.7666 6.6831
O 1.4032 -4.0201 5.3714
O -0.4811 -4.0046 7.0373
O 1.2677 -2.2448 7.0923
H 1.3570 -2.1790 9.1414
H 2.7295 -1.4058 8.3079
H 3.0942 -3.8862 9.2874
H 3.6386 -3.5611 7.6219
C -5.8314 9.4315 1.3050
C -7.1656 10.1292 1.0930
O -7.6328 9.6566 -0.1715
S -7.1241 8.1333 -0.3885
O -8.1874 7.2467 -0.0166
O -6.4541 8.0542 -1.6503
O -6.0114 8.1102 0.7907
H -5.0367 9.9154 0.7307
H -5.5474 9.3954 2.3570
H -7.0711 11.2148 1.0871
H -7.8923 9.8320 1.8545
*
```

***

Here is a molecular structure, C33H40Cl2N5OPbSSb from OMol25. Energies are from the ωB97M-V functional and the def2-TZVPD basis.

The calculation puts the frontier orbital gap at 7.793 eV. The value obtained for the HOMO energy is -7.30 eV. For the energy, the calculation gives -3382.18501 Ha. The calculation puts the energy above the lowest of the compared OMol25 structures with the same formula, charge and spin at 1.85 kcal per mole. Its LUMO energy is 0.50 eV.

Structure (ORCA input):
```
! wB97M-V def2-TZVPD RIJCOSX def2/J DEFGRID3
* xyz 0 1
Pb -0.1343 0.1367 0.1205
N 1.1162 2.6344 -3.7816
C 0.6577 1.7706 -2.8138
S 0.8800 2.3296 -1.1743
N 0.0925 0.6989 -3.2496
N -0.4266 -0.1904 -2.3163
C -0.9155 -1.2293 -2.9038
C -1.5287 -2.4232 -2.3628
C -1.9447 -3.3667 -3.3200
C -2.5263 -4.5618 -2.9699
C -2.7074 -4.8407 -1.6110
C -2.3152 -3.9423 -0.6480
C -1.7096 -2.7077 -0.9835
O -1.3488 -1.8873 -0.0468
H 1.8426 3.2667 -3.4901
H 1.2343 2.2134 -4.6904
H -0.8447 -1.2096 -3.9920
H -1.7948 -3.1304 -4.3677
H -2.8372 -5.2679 -3.7265
H -3.1654 -5.7758 -1.3118
H -2.4618 -4.1560 0.4037
Cl 0.4056 -1.8356 3.5425
C 0.3362 -3.1425 2.3381
Cl 1.9014 -3.3564 1.5416
H -0.3990 -2.8731 1.5825
H 0.0965 -4.0601 2.8628
C -3.5164 0.1216 -0.2606
N -2.5372 1.2055 -0.1170
C -2.6102 2.0462 -1.3228
C -2.8693 2.0003 1.0759
C -1.7768 2.9667 1.5008
N -0.5628 2.2988 1.9528
C 0.5366 3.2509 2.0634
C -0.7497 1.6136 3.2246
H -4.5326 0.5332 -0.3176
H -3.4429 -0.5653 0.5798
H -3.3081 -0.4377 -1.1710
H -3.6275 2.4431 -1.4376
H -2.3603 1.4505 -2.1966
H -1.9022 2.8676 -1.2646
H -3.1004 1.3053 1.8849
H -3.7847 2.5786 0.8847
H -2.1856 3.6194 2.2901
H -1.5019 3.6082 0.6633
H 0.3451 4.0004 2.8457
H 0.6781 3.7660 1.1147
H 1.4570 2.7191 2.3087
H -1.0968 2.3031 4.0090
H 0.1986 1.1798 3.5385
H -1.4657 0.7973 3.1334
C 6.8529 3.7141 -0.6509
C 5.4948 3.9995 -0.6467
C 4.5767 3.0092 -0.3244
C 5.0056 1.7197 -0.0123
C 6.3692 1.4447 -0.0128
C 7.2878 2.4366 -0.3307
Sb 3.5343 0.2291 0.4516
C 4.9032 -1.3281 0.9923
C 5.0691 -1.6293 2.3413
C 5.9377 -2.6354 2.7435
C 6.6438 -3.3587 1.7950
C 6.4771 -3.0765 0.4456
C 5.6105 -2.0690 0.0473
C 3.2331 -0.4655 -1.5543
C 2.5470 -1.6640 -1.7401
C 2.3083 -2.1558 -3.0167
C 2.7434 -1.4433 -4.1232
C 3.4245 -0.2464 -3.9479
C 3.6685 0.2409 -2.6717
H 7.5698 4.4858 -0.9000
H 5.1491 4.9958 -0.8924
H 3.5183 3.2391 -0.3358
H 6.7256 0.4514 0.2360
H 8.3462 2.2083 -0.3278
H 4.5048 -1.0847 3.0921
H 6.0553 -2.8595 3.7961
H 7.3167 -4.1475 2.1056
H 7.0212 -3.6450 -0.2978
H 5.4789 -1.8649 -1.0091
H 2.2000 -2.2364 -0.8856
H 1.7718 -3.0886 -3.1405
H 2.5530 -1.8180 -5.1206
H 3.7709 0.3106 -4.8100
H 4.2045 1.1750 -2.5494
*
```

***

Here is 10 unconnected molecules or ions with the total composition C6H32NO9 at a distorted geometry from OMol25. Energies are from the ωB97M-V functional and the def2-TZVPD basis.

The calculation puts the frontier orbital gap at 9.227 eV. The value obtained for the HOMO energy is -11.75 eV. For the energy, the calculation gives -979.48580 Ha. The calculation puts the energy above the lowest of the compared OMol25 structures with the same formula, charge and spin at 8.92 kcal per mole. Its LUMO energy is -2.52 eV.

Structure (ORCA input):
```
! wB97M-V def2-TZVPD RIJCOSX def2/J DEFGRID3
* xyz 1 1
C -1.5410 -0.2729 1.0706
C -0.0710 -0.2330 1.3411
C 0.3458 -1.6993 1.6625
C 1.0720 -1.8322 2.7822
C 1.2824 -0.9329 3.9508
C 0.2576 -2.6030 0.5031
N -1.9947 -0.1396 -0.4099
H -2.0302 0.6313 1.5595
H -2.1738 -1.1012 1.4609
H 0.4802 0.0709 0.4114
H 0.1675 0.4942 2.1548
H 1.6469 -2.7654 2.8781
H 2.2480 -1.1966 4.4562
H 1.3423 0.1597 3.7925
H 0.4695 -1.0913 4.6601
H -0.7249 -3.1842 0.4647
H 1.2400 -3.0854 0.4195
H 0.4120 -2.0872 -0.4430
H -1.5748 -0.8247 -1.0394
H -3.0026 -0.1426 -0.4931
H -1.6459 0.7754 -0.9191
H 4.2922 -0.8206 0.2654
H 3.8486 0.5909 -0.0773
O 4.2115 -0.2206 -0.4851
H 1.9592 1.3077 -3.0564
H 1.5603 2.6730 -3.7134
O 1.5232 2.1602 -2.8979
H -4.5885 -3.4044 1.9343
H -4.2388 -3.1636 3.4104
O -4.1818 -2.7843 2.5325
H 0.5176 -0.5211 -2.6220
H -0.8013 0.3453 -2.8539
O -0.4245 -0.5260 -2.9083
H 2.7114 -0.4955 -1.4164
H 2.8805 -0.6140 -2.8814
O 2.2166 -0.3234 -2.2450
H -0.1496 2.0255 -2.1000
H -0.5649 2.2742 -0.5598
O -0.9286 2.1982 -1.5513
H 1.1373 2.4075 0.3112
H 0.3735 3.6692 0.5420
O 0.2788 2.7236 0.6729
H 3.7211 2.9572 -0.2208
H 2.6314 2.7484 -1.3792
O 2.8108 2.7519 -0.4295
H -5.3956 0.4382 -0.4025
H -5.0873 0.3664 -1.8921
O -4.9485 -0.0870 -1.0639
*
```